# 1
C6H13N2 | ωB97M-V/def2-TZVPD

The geometry in XYZ format:
```
21
Properties=species:S:1:pos:R:3:forces:R:3:lowdin_spin:R:1
N 1.7330 0.4197 -0.2785 1.03 -0.24 0.25 0.000
C 1.4567 -1.0009 -0.5932 0.47 0.43 -0.24 0.002
C -0.3237 -2.5452 0.1347 -0.29 -0.25 -0.07 0.003
C 0.6015 -1.6594 0.4366 0.46 -0.08 0.15 0.001
H 2.5477 0.7531 -0.7786 -0.02 -0.05 -0.23 0.000
H 1.9766 0.5333 0.6978 -0.06 -0.15 0.21 0.000
H 2.4065 -1.5396 -0.6932 -0.09 -0.13 0.06 0.000
H 0.9683 -1.0162 -1.5689 -0.09 -0.13 0.04 0.003
H -0.8764 -3.0765 0.8933 -0.04 -0.03 0.12 0.000
H -0.5505 -2.7933 -0.8935 -0.09 0.09 -0.09 0.002
H 0.8683 -1.4851 1.4783 -0.14 0.15 -0.07 0.000
C -1.3790 1.3626 0.7335 0.69 0.36 0.08 -0.001
C -0.7629 1.6888 1.8919 -0.72 -0.43 -0.45 0.132
C -1.3845 1.0576 -1.6508 -0.44 -0.18 -0.46 0.549
N -0.7313 1.2188 -0.4638 0.01 0.21 -0.25 0.193
H -2.4545 1.2503 0.6791 -0.09 -0.08 0.11 -0.003
H 0.3006 1.8636 1.9493 0.04 0.05 0.09 0.010
H -1.3805 1.7358 2.7726 0.19 0.12 0.24 0.012
H -0.8896 1.1318 -2.6069 0.45 0.00 0.26 0.048
H -2.4631 0.9916 -1.7014 0.02 0.07 0.38 0.046
H 0.3371 1.1095 -0.4382 -1.28 0.28 -0.11 0.001
```
Positions in Å, forces in eV/Å.

The value obtained for the gap between HOMO and LUMO (alpha / beta) is 0.2352 / 0.3320 Ha. Its multiplicity is 2. The value obtained for the HOMO energy (alpha / beta) is -5.5 / -8.2 eV. The value obtained for the energy above the lowest of the compared OMol25 structures with the same formula, charge and spin is 45.2 kJ/mol. The total charge is 0. The total energy is -9409.7629 eV.

# 2
C36H40N6O2S3Sn | ωB97M-V/def2-TZVPD

The geometry in XYZ format:
```
88
Properties=species:S:1:pos:R:3:forces:R:3:lowdin_charge:R:1
Sn 0.9165 0.0349 0.9492 0.36 0.67 -0.28 1.155
N -6.7510 -0.4306 -0.1721 -0.06 -0.02 0.05 0.114
C -5.4860 -0.8038 0.2156 0.01 0.02 0.03 -0.313
C -4.9927 -2.0762 -0.1018 0.00 0.00 0.00 -0.023
C -3.7268 -2.4534 0.2925 -0.05 -0.05 0.05 -0.059
C -2.9411 -1.5626 1.0169 -0.07 0.19 -0.25 -0.295
C -3.4265 -0.3045 1.3659 -0.05 -0.07 0.08 -0.048
C -4.6958 0.0655 0.9783 0.01 -0.03 -0.01 -0.020
S -1.2888 -1.9524 1.3539 0.07 0.02 0.48 0.641
O -0.8181 -1.0405 2.3993 -0.10 -0.52 0.00 -0.360
O -1.1548 -3.3663 1.5358 -0.01 0.03 0.10 -0.270
N -0.3468 -1.4111 0.1336 0.19 -0.44 -0.18 -0.207
C -0.2626 -2.0083 -1.0979 -0.10 0.08 -0.05 -0.494
N -1.1226 -2.9816 -1.3966 0.02 0.04 -0.02 0.154
C -1.0163 -3.4967 -2.6142 -0.16 -0.11 0.10 -0.113
C -0.0839 -3.0630 -3.5310 0.19 0.11 -0.18 -0.054
C 0.7558 -2.0424 -3.1128 -0.11 -0.03 0.24 -0.116
N 0.6808 -1.5007 -1.9006 0.01 -0.11 -0.12 0.143
H -7.1964 -0.9547 -0.9040 0.01 0.01 -0.01 0.093
H -6.9856 0.5456 -0.1367 0.01 0.00 -0.02 0.095
H -5.6134 -2.7660 -0.6604 -0.01 0.00 0.00 0.111
H -3.3394 -3.4337 0.0532 0.02 0.05 -0.04 0.107
H -2.8162 0.3693 1.9511 0.04 0.02 -0.06 0.100
H -5.0775 1.0411 1.2540 -0.01 0.00 0.00 0.120
H -1.7126 -4.2919 -2.8579 -0.02 0.00 0.00 0.115
H -0.0176 -3.4849 -4.5223 0.03 -0.01 0.00 0.102
H 1.5179 -1.6477 -3.7642 0.20 0.15 -0.14 0.103
C 2.1084 -3.4253 0.5479 0.01 0.10 -0.01 -0.075
N 2.5538 -2.1050 1.0149 -0.31 0.01 0.08 -0.299
C 3.7864 -1.7430 0.3274 0.06 0.11 -0.05 -0.088
C 2.8206 -2.1878 2.4520 0.02 0.01 0.12 -0.169
C 2.8630 -0.8445 3.1425 -0.23 -0.10 -0.02 -0.238
C 3.6957 -0.6901 4.2478 0.03 -0.01 -0.13 -0.043
C 3.6979 0.4891 4.9697 -0.02 0.05 0.05 -0.078
C 2.8712 1.5320 4.5796 0.04 0.01 0.06 -0.073
C 2.0507 1.3903 3.4726 0.08 -0.02 -0.22 -0.110
C 2.0249 0.1971 2.7469 0.14 -0.10 0.45 -0.246
H 2.8363 -4.1882 0.8521 -0.01 -0.04 -0.02 0.100
H 2.0456 -3.4354 -0.5390 -0.02 0.06 -0.02 0.084
H 1.1364 -3.6707 0.9708 0.00 -0.02 0.00 0.069
H 4.5432 -2.5286 0.4590 0.02 0.02 -0.02 0.101
H 4.1641 -0.8114 0.7395 0.07 0.10 -0.01 0.079
H 3.5864 -1.6012 -0.7294 0.02 0.03 -0.16 0.084
H 3.7791 -2.7043 2.6021 -0.04 -0.06 0.10 0.127
H 2.0449 -2.8080 2.9092 -0.06 0.07 -0.01 0.139
H 4.3553 -1.5022 4.5338 -0.03 -0.02 0.01 0.112
H 4.3457 0.5971 5.8302 0.01 0.01 -0.01 0.103
H 2.8697 2.4625 5.1329 0.00 0.01 -0.02 0.106
H 1.4402 2.2301 3.1733 -0.01 0.01 -0.02 0.092
S 2.4358 1.6213 -0.2308 0.13 -0.09 -0.12 0.686
C 3.4853 1.0891 -1.5635 -0.09 -0.14 0.10 -0.643
C 4.8591 0.9632 -1.3616 -0.04 0.10 0.11 -0.138
C 5.7008 0.6365 -2.4127 0.03 0.00 0.03 -0.088
C 5.1830 0.4282 -3.6818 0.00 -0.03 -0.07 -0.097
C 3.8189 0.5633 -3.8929 -0.10 -0.02 0.02 -0.094
C 2.9752 0.8963 -2.8403 -0.03 -0.10 -0.19 -0.129
H 5.2629 1.1455 -0.3742 0.01 -0.03 0.03 0.102
H 6.7659 0.5491 -2.2399 0.00 0.00 0.01 0.103
H 5.8394 0.1740 -4.5038 0.00 0.00 0.00 0.100
H 3.4082 0.4202 -4.8855 0.00 0.01 0.01 0.101
H 1.9133 1.0153 -3.0042 -0.07 -0.01 -0.01 0.091
S -1.3589 3.7366 -0.4360 0.08 0.07 -0.04 1.018
C -0.8824 1.9701 -0.6324 0.00 -0.11 0.10 -0.590
N -0.6612 1.4154 0.7179 0.27 0.42 0.12 -0.148
C -0.9933 2.3206 1.7293 -0.17 -0.15 -0.05 -0.345
C -1.0236 2.0442 3.0928 -0.12 -0.03 0.07 -0.080
C -1.4002 3.0349 3.9983 0.00 -0.02 -0.02 -0.094
C -1.7746 4.2949 3.5640 0.05 -0.02 -0.03 -0.109
C -1.7825 4.5721 2.1977 -0.02 0.04 0.07 -0.104
C -1.3960 3.5943 1.3063 -0.03 -0.03 -0.01 -0.479
H 0.0624 1.9774 -1.1822 -0.03 -0.06 -0.10 0.026
H -0.7595 1.0610 3.4558 0.00 -0.03 -0.01 0.092
H -1.4051 2.8031 5.0559 0.00 0.00 0.00 0.102
H -2.0600 5.0594 4.2740 -0.02 0.00 0.00 0.095
H -2.0903 5.5455 1.8365 0.02 0.00 0.00 0.103
C -2.9724 2.6729 -3.2179 0.00 0.02 0.01 -0.091
C -2.0436 1.4992 -2.9121 0.01 -0.04 -0.04 -0.424
C -2.5451 0.2565 -3.6480 0.01 0.00 -0.02 -0.072
C -1.9179 1.1710 -1.4191 -0.02 0.05 0.04 -0.187
H -3.0838 2.7989 -4.2971 0.00 -0.01 0.00 0.075
H -2.6175 3.6159 -2.8079 0.01 -0.01 0.02 0.031
H -3.9640 2.4846 -2.7971 -0.01 0.00 0.00 0.083
H -1.0436 1.7420 -3.2954 0.00 -0.03 0.01 0.134
H -3.5247 -0.0386 -3.2601 -0.01 -0.02 0.00 0.084
H -1.8666 -0.5891 -3.5137 0.01 -0.01 0.01 0.055
H -2.6510 0.4399 -4.7191 0.00 0.01 0.00 0.077
H -1.6185 0.1259 -1.3353 -0.02 -0.04 0.05 0.083
H -2.8915 1.2534 -0.9263 0.00 0.01 -0.02 0.114
```
Positions in Å, forces in eV/Å.

The value obtained for the gap between HOMO and LUMO is 0.2641 Ha. The value obtained for the HOMO energy is -6.8 eV. The value obtained for the energy above the lowest of the compared OMol25 structures with the same formula, charge and spin is 0.0 kJ/mol. The total charge is 0. The total energy is -89355.4334 eV.

# 3
C7H12N4O2 | ωB97M-V/def2-TZVPD

The geometry in XYZ format:
```
25
Properties=species:S:1:pos:R:3:forces:R:3:lowdin_charge:R:1
C 3.3438 -1.3072 -1.2875 1.50 -1.39 0.38 -0.087
C 2.7069 -0.3449 -0.3384 -0.17 1.09 1.63 -0.330
O 1.8050 -1.1989 0.3243 -1.86 0.17 2.09 -0.151
C 0.9967 -0.6445 1.3930 0.05 -0.85 -0.12 -0.167
N 0.0494 0.3163 0.9815 0.28 0.93 -0.05 -0.051
C 0.3330 1.7459 0.9900 -1.01 0.90 0.77 -0.114
O 0.4601 2.1438 -0.4156 -0.41 0.64 1.47 -0.123
C -0.8159 2.1699 -0.9637 -1.94 -0.44 -0.20 -0.176
N -1.6354 0.9632 -0.3577 -1.18 -0.13 -2.66 0.103
C -1.0395 -0.1016 0.2938 -0.76 2.48 -0.91 -0.406
N -1.5176 -1.2943 0.3765 -0.94 -1.34 -1.05 0.112
C -2.6818 -1.5691 -0.2876 -5.89 0.69 0.57 -0.306
N -3.8926 -1.6529 -0.5257 7.20 0.14 0.69 0.089
H 4.0298 -0.8592 -2.1286 -1.61 -1.02 1.60 0.109
H 2.4553 -2.0113 -1.5772 1.96 1.38 -0.21 0.119
H 3.9583 -1.9071 -0.5154 -0.43 0.35 -1.88 0.097
H 2.1888 0.4571 -0.8240 -0.46 0.57 -0.46 0.087
H 3.2842 0.1355 0.5250 0.29 -0.51 -1.49 0.141
H 1.4722 -0.0505 2.1927 1.04 -1.15 -0.10 0.134
H 0.3628 -1.4817 1.7555 1.10 0.26 0.07 0.141
H -0.6413 2.2888 1.4463 2.37 -0.96 -0.95 0.175
H 1.2947 2.0279 1.6332 -2.08 -0.83 -1.78 0.177
H -1.4846 3.1302 -0.8333 1.46 -1.63 0.55 0.149
H -0.7067 2.1055 -2.0679 0.00 -0.50 0.71 0.126
H -2.4203 0.5881 -0.9966 1.50 1.17 1.35 0.150
```
Positions in Å, forces in eV/Å.

The structure (SMILES) is CCOCN1COCN/C1=N\C#N. The value obtained for the gap between HOMO and LUMO is 0.3570 Ha. The value obtained for the HOMO energy is -9.2 eV. The value obtained for the energy above the lowest of the compared OMol25 structures with the same formula, charge and spin is 324.1 kJ/mol. The total charge is 0. The total energy is -17505.5765 eV.